No. 1
Entry from the OMol25 dataset: a structure of composition C18H38N3OPPdSSi (ωB97M-V/def2-TZVPD).

XYZ file:
```
64
Properties=species:S:1:pos:R:3:forces:R:3:lowdin_charge:R:1
Pd 0.016916 -0.077364 -1.637378 1.1 -0.6 1.8 0.374
Si 0.184142 -2.239608 -2.369911 -0.3 -0.8 -0.5 0.382
P 0.539488 1.280464 -3.280159 -0.8 -1.9 1.4 0.608
N -1.858575 0.153950 -1.325394 -0.4 1.6 0.2 -0.103
H 0.488206 1.209393 -0.001717 0.5 0.6 -0.7 -0.131
C 0.838166 3.011358 -3.041305 0.2 0.8 -0.8 -0.262
H 0.982195 3.408922 -4.052217 0.1 0.5 0.1 0.044
H 1.744950 3.175688 -2.448933 -0.3 -0.1 -0.1 0.048
H -0.028426 3.492567 -2.575722 0.2 -0.2 0.0 0.055
C 1.954813 0.560763 -4.104597 0.3 0.7 -0.8 -0.256
H 2.073219 1.176229 -4.996763 0.6 -0.2 -0.4 0.040
H 1.768466 -0.477443 -4.388444 -0.1 0.2 0.1 0.036
H 2.854279 0.622492 -3.482829 -0.3 0.0 -0.1 0.043
C -0.895365 1.060975 -4.315085 0.1 0.8 -1.1 -0.270
H -0.649725 1.587774 -5.236233 -0.6 0.0 -0.6 0.038
H -1.777774 1.502076 -3.842228 0.2 -0.1 0.0 0.050
H -1.082780 0.004069 -4.516638 0.2 0.1 0.1 0.026
C 1.896788 -3.020635 -2.497015 -0.1 -0.7 -0.3 -0.366
H 2.295629 -3.235680 -1.494283 0.0 0.1 -0.4 0.010
H 2.576390 -2.362278 -3.055005 -0.1 -0.2 0.3 -0.007
H 1.785133 -3.972664 -3.045493 0.3 0.2 0.2 0.007
H -0.701113 -3.278502 -1.689559 0.2 0.2 -0.3 -0.099
H -0.325259 -2.102225 -3.786258 0.0 -0.5 -0.1 -0.108
C -3.118550 -0.011589 -1.453228 -1.3 -0.2 -0.3 -0.466
C -5.400392 0.848490 -1.091754 0.4 -0.1 0.1 -0.112
C -4.037891 0.936426 -0.850784 -0.2 0.0 0.1 -0.040
C -3.662388 -1.060502 -2.283177 -0.2 -0.2 -0.1 -0.035
C -5.024998 -1.139307 -2.521550 0.4 -0.1 0.0 -0.107
C -5.878580 -0.191673 -1.922658 -0.3 0.1 0.0 -0.115
H -6.089772 1.582831 -0.630702 0.4 -0.6 -0.4 0.101
H -3.570482 1.719707 -0.227155 -0.4 -0.5 -0.4 0.103
H -2.928584 -1.758597 -2.716773 -0.5 0.3 0.2 0.087
H -5.416894 -1.945765 -3.173832 0.1 0.7 0.5 0.105
H -6.946022 -0.263279 -2.108406 0.1 0.0 0.0 0.087
C 3.268879 -0.145965 -0.277503 -2.9 -1.9 -2.6 -0.426
O 2.332655 -0.525526 -1.054681 3.1 1.8 2.8 -0.159
C 3.083309 0.495245 1.065319 0.3 0.7 0.2 -0.073
H 3.990949 1.048031 1.339787 0.0 -0.4 0.0 0.084
H 2.866629 -0.272521 1.829545 0.1 0.3 -0.4 0.095
H 2.269038 1.229377 1.066668 0.2 -0.4 -0.1 0.019
C 4.634863 -0.495826 -0.754375 0.0 0.0 -0.2 -0.021
H 5.184639 0.433390 -0.919239 0.3 -0.1 0.1 0.090
H 4.510472 -1.038488 -1.701010 0.2 0.2 0.3 0.086
H 5.117133 -1.129462 -0.007596 0.3 0.2 0.0 0.093
C -0.997130 -2.088924 5.458570 0.3 0.3 0.2 -0.092
C 0.240951 -1.599693 4.699552 -1.1 0.2 -1.1 -0.206
N -0.274194 -1.108178 3.378946 0.8 -1.4 0.4 0.004
C 0.010021 0.025050 2.750609 -1.0 -1.1 -0.8 -0.746
S 0.028960 0.155545 1.001489 -1.0 -0.4 1.1 0.675
N 0.258455 1.131116 3.393516 0.1 2.5 1.3 -0.021
C -0.234190 1.602054 4.730648 1.3 -0.4 -1.5 -0.189
C 1.022410 2.086235 5.459144 -0.4 -0.3 0.3 -0.092
H -1.750712 -1.282495 5.518792 0.3 -0.4 0.0 0.075
H -0.682566 -2.377078 6.458636 -0.3 -0.2 0.2 0.068
H -1.458045 -2.953364 4.953610 0.2 0.3 0.2 0.082
H 0.747173 -0.746974 5.152457 0.0 -0.4 0.3 0.088
H 0.943387 -2.431665 4.529824 -0.1 0.4 0.1 0.119
H -0.452335 -1.854529 2.718369 -0.2 0.0 0.1 0.126
H 0.430264 1.876031 2.723066 -0.1 0.0 0.3 0.115
H -0.938738 2.433836 4.562443 0.1 -0.5 0.1 0.124
H -0.727609 0.738360 5.173575 -0.1 0.4 0.3 0.091
H 1.473727 2.951112 4.946979 -0.2 -0.3 0.2 0.080
H 0.719881 2.369785 6.463944 0.3 0.2 0.2 0.069
H 1.776520 1.278429 5.502102 -0.4 0.4 0.1 0.074
```
Positions in Å, forces in eV/Å.

Output
**Energy relative to the best compared isomer or geometry (same formula, charge and spin)**: 2.237 eV
**Highest occupied orbital energy (alpha / beta)**: -4.4365 / -5.9024 eV
**HOMO-LUMO gap (alpha / beta)**: 4.78 / 5.84 eV
**E**: -2104.77260 a.u.
**Multiplicity**: 5

No. 2
Entry from the OMol25 dataset: a structure of composition C27H37O3S4W (ωB97M-V/def2-TZVPD).

XYZ file:
```
72
Properties=species:S:1:pos:R:3:forces:R:3:lowdin_charge:R:1
W 0.075204 -0.050429 0.343882 -0.7 0.7 -1.2 0.859
C -2.376762 -2.586179 0.608173 0.3 0.4 0.3 -0.434
C -2.798101 -1.924222 -0.688701 0.2 0.4 -0.2 -0.468
S -1.484069 -0.971735 -1.569958 0.5 -0.6 1.3 0.896
C -0.606156 -2.385539 -2.352752 0.0 0.4 -0.1 -0.458
C 0.414185 -3.107568 -1.490818 0.3 0.1 0.2 -0.441
S 1.530627 -1.895479 -0.682223 -0.1 -0.6 0.4 0.912
C 1.988050 -2.771957 0.857953 0.1 -0.1 -0.3 -0.449
C 2.559605 -1.765301 1.838409 0.1 0.2 0.1 -0.447
S 1.436279 -0.422623 2.393483 -0.8 -1.0 -0.8 0.900
C 0.292205 -1.272273 3.565082 0.3 0.3 -0.1 -0.447
C -0.781220 -2.152332 2.958726 -0.3 0.0 -0.3 -0.444
S -1.664487 -1.224923 1.631174 -0.1 -0.4 0.1 0.839
H -1.647406 -3.384582 0.472070 0.0 0.1 0.0 0.067
H -3.253526 -2.981989 1.124027 0.1 0.0 0.0 0.098
H -3.564264 -1.178520 -0.478211 -0.1 0.0 -0.1 0.083
H -3.189431 -2.646135 -1.403614 -0.1 0.0 0.0 0.091
H -0.120657 -1.949628 -3.226535 -0.1 -0.1 0.0 0.059
H -1.383850 -3.068568 -2.697890 0.1 0.0 -0.1 0.094
H 1.032074 -3.745089 -2.126067 -0.1 0.0 0.0 0.096
H -0.055536 -3.728112 -0.728728 0.0 0.0 0.0 0.065
H 2.754932 -3.507158 0.605662 0.0 0.0 0.1 0.099
H 1.113748 -3.292046 1.251111 0.1 0.0 -0.1 0.060
H 3.375307 -1.215111 1.359186 0.0 0.0 0.1 0.090
H 2.942214 -2.263865 2.729502 0.1 0.0 0.0 0.096
H -0.170586 -0.439602 4.096057 0.1 0.0 0.1 0.077
H 0.908781 -1.835586 4.265789 0.0 0.0 0.0 0.096
H -1.527822 -2.388768 3.718896 0.1 -0.1 0.0 0.094
H -0.380680 -3.080400 2.554349 0.0 0.0 0.0 0.068
O 0.429652 1.310569 -2.115920 -0.4 0.1 -0.1 -0.082
C 1.789038 1.716571 -2.321896 1.1 -0.4 0.4 -0.314
C 2.639638 1.038690 -1.179993 0.0 0.6 -1.5 -0.638
O 3.801422 0.751749 -1.352750 0.0 0.1 0.2 0.112
O 1.968593 0.863214 -0.111541 -1.0 -0.2 1.8 -0.276
C 1.922560 3.221436 -2.216555 -0.1 0.0 0.1 -0.181
C 2.810181 3.834097 -1.340390 -0.1 -0.1 -0.1 -0.022
C 2.865864 5.215612 -1.260730 0.1 0.0 0.0 -0.059
C 2.053353 5.995240 -2.064486 0.1 0.1 0.0 -0.073
C 1.181356 5.390828 -2.953723 -0.2 0.1 0.0 -0.065
C 1.104415 4.011568 -3.020554 0.1 -0.1 0.0 -0.032
C 2.313219 1.165784 -3.629622 -0.2 0.1 -0.2 -0.142
C 3.289408 1.824880 -4.363484 -0.2 -0.1 0.0 -0.002
C 3.772163 1.260407 -5.532424 0.1 0.0 -0.1 -0.059
C 3.302490 0.034099 -5.971597 0.0 0.0 -0.1 -0.080
C 2.351108 -0.639935 -5.225104 0.0 -0.1 0.0 -0.071
C 1.872965 -0.078399 -4.056420 0.0 0.1 0.0 -0.029
H -0.080046 2.106000 -1.902447 0.1 -0.2 0.0 0.091
H 3.465626 3.239751 -0.723141 0.1 -0.1 0.1 0.123
H 3.560685 5.680661 -0.577419 0.0 0.0 0.1 0.110
H 2.115256 7.072765 -2.012396 0.0 0.1 0.0 0.107
H 0.565309 5.994798 -3.603010 -0.1 0.1 0.0 0.108
H 0.423354 3.540540 -3.716307 0.0 0.0 -0.1 0.129
H 3.671171 2.774591 -4.024720 0.0 0.1 0.0 0.123
H 4.531319 1.777482 -6.100090 0.0 0.1 0.0 0.108
H 3.684204 -0.402124 -6.883621 0.0 0.0 0.0 0.105
H 1.995788 -1.608769 -5.546664 0.0 -0.1 -0.1 0.101
H 1.143637 -0.594667 -3.453782 -0.1 0.0 0.0 0.065
C 0.155111 3.552917 0.682884 -0.1 -0.2 0.2 -0.045
C -0.934165 2.792932 1.454515 0.1 0.6 0.6 -0.678
C -0.424484 2.549500 2.888066 -0.1 0.1 -0.3 -0.059
C -2.221544 3.621042 1.507516 0.2 -0.1 0.0 -0.058
C -1.159890 1.469321 0.819734 0.8 -0.9 -0.5 -0.235
H 0.454177 4.439059 1.236631 0.0 0.2 0.0 0.098
H -0.209290 3.871715 -0.292238 0.0 0.0 -0.2 0.086
H 1.028842 2.915828 0.559314 0.0 0.1 -0.1 0.060
H -0.308547 3.503971 3.396870 0.0 0.1 0.1 0.093
H 0.541803 2.049042 2.854160 0.1 0.0 0.1 0.040
H -1.133399 1.938861 3.445334 0.0 -0.1 0.1 0.082
H -2.043629 4.586728 1.972294 0.0 0.2 0.0 0.087
H -2.983090 3.102168 2.084644 -0.2 -0.1 0.1 0.084
H -2.607779 3.790469 0.505169 -0.1 0.0 -0.1 0.085
H -2.227286 1.349759 0.569722 0.1 0.1 -0.2 0.048
```
Positions in Å, forces in eV/Å.

Output
**Total charge**: +1
**Energy relative to the best compared isomer or geometry (same formula, charge and spin)**: 0.279 eV
**Highest occupied orbital energy (alpha / beta)**: -9.6554 / -9.6323 eV
**HOMO-LUMO gap (alpha / beta)**: 6.14 / 6.15 eV
**E**: -2936.33656 a.u.

No. 3
Entry from the OMol25 dataset: the ion C14H26N3O9 with charge +1 (ωB97M-V/def2-TZVPD).

XYZ file:
```
52
Properties=species:S:1:pos:R:3:forces:R:3:lowdin_charge:R:1
C 3.604741 1.805163 1.303315 -0.2 -0.2 -0.1 -0.003
H 4.624481 1.579620 1.005675 0.2 -0.1 0.0 0.093
H 3.291118 2.758550 0.888043 0.1 -0.1 0.0 0.060
H 3.562703 1.873900 2.385889 0.0 0.0 0.1 0.096
C 2.662971 0.691368 0.846180 0.5 -0.1 0.0 -0.303
C 2.759911 0.453182 -0.665167 0.4 0.4 0.3 -0.178
C 2.262905 1.674479 -1.441084 -0.3 0.0 0.1 -0.051
H 1.960234 1.377280 -2.445314 0.1 0.0 -0.1 0.127
H 3.093476 2.373533 -1.540003 0.0 -0.1 -0.1 0.133
C 1.109618 2.423927 -0.732921 -0.2 -0.3 -0.1 -0.281
N 1.627577 3.629428 -0.111119 -0.2 0.2 0.0 0.055
H 0.961455 4.015947 0.547353 0.0 0.1 -0.1 0.100
H 1.818641 4.337081 -0.811504 0.0 0.0 0.1 0.100
C 0.454250 1.522259 0.324325 -0.4 0.7 0.0 -0.281
O 1.319718 0.936128 1.241986 0.0 0.0 0.1 0.013
H -0.279602 2.082780 0.911054 0.2 -0.1 -0.2 0.157
O -0.235573 0.512365 -0.425436 0.1 0.2 -0.1 -0.064
C -1.387852 -0.074417 0.180463 -0.5 -0.1 0.0 -0.175
C -2.608842 0.846078 0.141027 -0.1 -0.4 -0.1 -0.253
O -2.393521 2.000798 0.913755 0.0 0.2 0.3 0.002
H -3.264645 2.307883 1.210604 0.1 0.0 -0.1 0.110
C -3.835392 0.092787 0.691654 0.4 -0.4 -0.4 -0.274
O -4.936618 0.953550 0.726677 -0.4 0.3 0.0 0.019
H -5.271113 1.049537 -0.175934 0.0 0.0 0.0 0.114
C -4.118083 -1.165308 -0.139719 0.2 -0.1 0.7 -0.265
O -4.433588 -0.735721 -1.444003 0.0 0.1 -0.3 0.013
H -4.789277 -1.469668 -1.956910 -0.1 0.1 0.0 0.120
C -2.883946 -2.087301 -0.125786 -0.1 0.2 -0.8 -0.263
C -1.660190 -1.333051 -0.661784 -0.4 0.3 0.3 -0.246
H -1.839187 -1.030265 -1.697901 -0.1 0.0 0.1 0.173
O -0.522187 -2.154567 -0.676396 0.1 -0.4 0.1 -0.005
H -0.468761 -2.551896 0.208377 0.1 0.0 -0.1 0.088
O -2.551418 -2.518809 1.171016 0.0 0.0 0.3 0.019
H -3.277105 -3.029859 1.546107 0.1 -0.1 0.0 0.121
H -3.066576 -2.953672 -0.783337 0.0 0.2 0.1 0.168
H -4.974225 -1.692170 0.310078 0.1 0.1 0.0 0.168
H -3.634290 -0.191226 1.730265 0.0 0.0 -0.2 0.175
H -2.804188 1.130756 -0.906079 0.0 -0.1 0.1 0.173
H -1.153975 -0.348883 1.216073 0.0 0.0 -0.1 0.182
H 0.316078 2.634040 -1.468015 0.2 -0.1 0.2 0.156
H 3.797368 0.235764 -0.936892 -0.2 -0.1 0.0 0.167
N 1.947118 -0.759190 -1.046941 -0.8 0.3 0.0 0.140
C 2.529376 -2.023484 -0.646650 0.3 -0.6 0.2 -0.252
N 3.128690 -2.650748 -1.542779 -0.1 0.3 -0.4 0.265
H 3.563087 -3.535230 -1.301835 -0.1 0.0 0.4 0.102
C 2.314059 -2.472119 0.795448 -0.4 -0.1 0.1 -0.467
O 1.292282 -2.307551 1.399828 0.1 0.1 0.0 0.158
O 3.374475 -3.128747 1.233096 0.5 -0.2 -0.1 0.161
H 3.250299 -3.479118 2.132627 -0.3 0.1 -0.1 0.161
H 0.930057 -0.582296 -0.687442 0.7 -0.3 -0.3 0.150
H 1.889451 -0.798477 -2.072906 0.0 -0.1 0.3 0.185
H 2.944009 -0.224406 1.382948 0.0 0.2 -0.1 0.140
```
Positions in Å, forces in eV/Å.

Output
**Total charge**: +1
**Energy relative to the best compared isomer or geometry (same formula, charge and spin)**: 1.390 eV
**Highest occupied orbital energy**: -12.3925 eV
**HOMO-LUMO gap**: 9.04 eV
**E**: -1390.28300 a.u.